(1)
82
Properties=species:S:1:pos:R:3:forces:R:3:lowdin_charge:R:1 method="wB97M-V/def2-TZVPD" multiplicity=1 lumo_energy_ev=-2.10 orbital_gap_ev=1.16 total_charge=-1
O 2.1449 -3.1568 -2.3284 -0.01 0.62 -1.36 -0.29
B 1.5032 -3.5229 -3.5515 0.20 -0.76 -0.86 -1.06
O 1.9350 -4.6490 -4.1965 -0.45 0.08 0.33 0.14
O 0.5235 -2.7116 -4.0134 0.22 0.89 0.14 -0.21
P -0.7085 -3.4355 -4.9798 -0.41 -2.10 -0.31 1.09
C -2.1326 -3.2399 -3.8038 1.00 0.96 -0.66 -0.47
C -2.0505 -2.3141 -2.7689 -0.73 -0.19 0.49 -0.08
C -3.1203 -2.1932 -1.8913 0.10 0.00 -0.09 -0.04
C -4.2137 -3.0273 -2.0815 0.15 -0.01 -0.20 -0.04
C -4.1745 -3.9115 -3.1467 -0.48 -0.17 -0.02 -0.18
N -3.1736 -4.0346 -4.0244 0.07 0.02 0.42 0.05
H 2.1962 -3.9588 -1.7416 2.40 1.23 -4.96 -0.26
H 1.8838 -5.4315 -3.6296 0.34 -0.13 -0.23 0.10
H -0.9639 -2.5541 -6.0543 0.08 0.72 0.63 -0.03
H -1.1953 -1.6748 -2.6049 0.11 0.01 -0.33 0.07
H -3.1193 -1.4856 -1.0668 -0.03 -0.07 -0.06 0.07
H -5.0827 -2.9850 -1.4382 0.05 0.09 0.15 0.10
H -5.0432 -4.5493 -3.3108 0.10 -0.02 -0.13 0.09
Li 1.4011 -1.1793 -1.9408 0.06 0.06 -0.26 0.66
C -2.9897 -7.1875 -7.9633 -0.63 -0.58 0.64 -0.17
C -2.8804 -6.0091 -6.9440 0.59 -0.34 -1.30 -0.68
O -2.6197 -4.8870 -7.5412 -0.24 0.28 0.43 -0.25
H -2.0532 -7.3397 -8.4929 -0.05 0.14 -0.14 0.07
H -3.2389 -8.1382 -7.4473 0.07 0.00 -0.05 0.06
H -3.7773 -6.9938 -8.7172 0.21 0.13 -0.21 0.04
H -2.1698 -6.3596 -6.1592 -0.16 0.11 0.20 0.09
H -3.9031 -6.0537 -6.3734 -0.57 0.09 0.67 0.01
N -3.5521 -7.8714 -1.6327 -0.08 0.07 -0.07 0.22
H -2.9145 -8.6125 -1.9503 0.08 0.07 0.00 0.11
H -3.6107 -7.1365 -2.3555 0.10 0.05 0.06 0.12
H -4.4841 -8.2657 -1.4562 -0.02 0.03 -0.01 0.12
H -3.1844 -7.4582 -0.7631 0.13 0.12 0.02 0.11
O -5.2052 -0.1046 2.3286 0.12 0.33 -0.19 -0.13
P -5.1355 -0.8291 0.9919 0.23 -0.55 0.13 -0.13
O -5.6405 0.1410 -0.0685 -0.37 0.04 0.18 -0.15
O -6.0332 -2.0647 0.9860 -0.08 0.02 -0.45 -0.21
O -3.7092 -1.2782 0.7059 0.12 0.02 0.51 -0.27
Cs 1.4032 -4.0125 -0.1750 -3.10 -1.37 7.15 0.91
O 2.9618 1.2870 0.5952 -2.66 -0.73 1.26 -0.27
P 3.1894 2.2058 1.7428 5.42 2.04 -0.75 0.51
O 3.3930 3.6705 1.1305 -0.51 -0.61 0.33 -0.19
C 2.2938 4.3315 0.4534 -0.26 0.30 -0.29 -0.26
C 1.2662 4.8690 1.4218 -0.03 -0.32 0.27 -0.09
O 4.7378 1.8297 2.1521 -0.49 0.08 0.18 -0.23
C 5.3549 0.6190 1.7461 0.20 -0.01 -0.17 -0.30
C 6.2687 0.8555 0.5597 0.08 0.07 -0.06 -0.07
O 2.7526 2.5705 3.2332 -1.84 -1.21 -0.97 -0.19
C 3.6617 2.9683 4.2796 0.28 0.19 0.96 -0.25
C 4.4101 4.2535 4.0204 0.10 0.06 -0.53 -0.06
H 1.8343 3.6398 -0.2591 0.10 -0.11 0.06 0.11
H 2.7237 5.1532 -0.1134 0.07 0.07 0.17 0.07
H 0.7580 4.0527 1.9499 -0.03 0.00 -0.06 0.06
H 0.5219 5.4543 0.8866 0.12 0.10 -0.05 0.08
H 1.7409 5.5014 2.1716 0.00 0.13 -0.11 0.08
H 4.6094 -0.1449 1.5210 -0.07 0.08 -0.07 0.09
H 5.9393 0.2593 2.5976 -0.03 0.07 0.04 0.12
H 5.7440 1.3787 -0.2396 -0.11 -0.08 0.02 0.08
H 6.6543 -0.0895 0.1692 0.01 0.00 0.03 0.07
H 7.1145 1.4792 0.8512 0.00 -0.01 0.01 0.08
H 4.3427 2.1532 4.5185 0.00 -0.10 -0.30 0.11
H 3.0402 3.1119 5.1637 -0.28 -0.07 -0.21 0.11
H 5.1408 4.1391 3.2209 -0.02 -0.03 -0.02 0.07
H 4.9444 4.5556 4.9220 -0.13 -0.08 0.10 0.09
H 3.7292 5.0540 3.7363 -0.04 0.01 0.10 0.08
Li -5.2821 -6.7555 -7.3180 0.93 0.35 -0.10 0.76
O 2.1001 7.3817 -0.3986 0.06 -0.25 -0.05 -0.72
V 2.8407 7.5780 -1.9271 0.07 0.34 -0.29 0.73
O 3.6140 7.6321 -3.4418 -0.11 -0.15 0.26 -0.77
C -0.6496 5.4986 5.7422 -0.22 -0.08 0.00 -0.10
C 0.4729 4.5291 5.4646 -0.16 -0.27 -0.28 -0.12
O 1.6424 5.3042 5.7548 -0.06 0.06 0.10 0.04
C 1.2804 6.2891 6.6156 -0.02 0.11 0.03 -0.58
O 2.0507 6.9988 7.1821 0.04 -0.03 0.02 0.15
O -0.0604 6.3507 6.7434 0.15 -0.06 -0.11 0.07
H -1.5497 5.0128 6.1179 0.27 0.26 0.09 0.09
H -0.9072 6.1025 4.8701 0.08 0.03 0.01 0.14
H 0.4515 3.6610 6.1275 -0.02 0.05 0.05 0.14
H 0.4871 4.1867 4.4325 0.19 0.07 -0.02 0.12
C -4.1715 3.8644 5.8117 0.50 0.25 -0.13 -0.92
O -5.2112 3.2878 6.1356 -0.09 -0.02 0.03 0.16
O -3.1572 3.9750 6.5638 -0.37 -0.31 0.20 0.13
O -3.9896 4.4206 4.6931 -0.25 -0.09 -0.02 0.19

(2)
20
Properties=species:S:1:pos:R:3:forces:R:3:lowdin_charge:R:1 method="wB97M-V/def2-TZVPD" multiplicity=1 lumo_energy_ev="0.21 / -0.46" orbital_gap_ev="8.20 / 6.38" relative_energy_kcal_mol=130.5
C 0.9871 2.7300 -0.7801 -0.48 0.19 0.18 0.02
C 1.5300 -1.5013 -1.2381 -1.92 -2.28 -0.32 0.08
C 0.3458 2.7151 0.4484 0.97 -3.07 -2.92 -0.09
C 0.2476 -1.6707 -0.7708 1.25 0.06 0.61 -0.40
C -0.2395 1.4532 0.8507 1.13 0.74 -0.78 -0.29
C -0.6686 -2.8602 -1.0278 0.97 1.16 -0.78 -0.04
C -1.0903 1.2459 2.0024 1.38 -2.69 1.29 -0.04
N -0.3296 -0.8399 0.1335 -1.52 1.12 0.61 0.08
O 0.1545 0.4151 0.0476 0.41 0.82 0.13 -0.07
H 1.5928 3.5746 -1.0110 0.28 0.70 -0.15 0.03
H 0.9449 2.0041 -1.6200 -0.23 0.25 1.21 0.07
H 2.1133 -0.6554 -1.0573 0.74 1.07 0.41 0.03
H 1.9552 -2.3913 -1.7042 0.10 0.55 -0.29 0.06
H 0.5060 3.5685 1.0482 -0.42 0.52 1.01 0.09
H -0.8214 -2.8466 -2.0946 0.04 -0.50 -0.54 0.07
H -0.3117 -3.8082 -0.6925 0.38 -0.59 0.18 0.07
H -1.6267 -2.6495 -0.6303 -0.85 0.11 0.75 0.06
H -0.5365 1.2503 2.9880 -0.12 -0.21 -0.94 0.11
H -1.4970 0.2235 1.8685 -0.36 0.71 0.44 0.08
H -1.7855 2.0007 2.1313 -1.76 1.32 -0.10 0.06

(3)
23
Properties=species:S:1:pos:R:3:forces:R:3:lowdin_charge:R:1 method="wB97M-V/def2-TZVPD" multiplicity=1 lumo_energy_ev=0.65 orbital_gap_ev=10.49 relative_energy_kcal_mol=37.7 smiles=CCC[C@@H](O)[C@@H](O)CO
C -3.4712 -0.2630 -0.3232 -0.17 -0.13 0.01 -0.12
C -2.1737 0.5254 -0.4591 0.03 0.27 -0.10 -0.27
C -0.9582 -0.2589 0.0258 0.04 -0.23 -0.07 -0.17
C 0.3553 0.4718 -0.1901 0.58 -0.07 1.05 -0.35
O 0.4103 1.7340 0.4736 -0.42 0.91 -0.43 -0.03
C 1.5652 -0.1973 0.4440 -0.01 -3.24 -0.71 -0.22
C 2.9128 0.4446 0.1204 0.15 0.13 -0.32 -0.23
O 3.7942 -0.5125 -0.4178 -0.52 -2.19 -0.11 -0.11
H -3.6802 -0.4994 0.7310 0.04 0.04 -0.27 0.07
H -3.4147 -1.2137 -0.8747 -0.03 0.24 0.15 0.07
H -4.3261 0.3040 -0.7177 0.22 -0.15 0.13 0.07
H -2.2525 1.4671 0.1052 0.04 -0.21 -0.18 0.11
H -2.0206 0.8085 -1.5131 -0.03 -0.06 0.25 0.12
H -0.8946 -1.2225 -0.5004 -0.03 0.19 0.14 0.12
H -1.0663 -0.4974 1.0989 0.04 0.05 -0.21 0.13
H 0.5405 0.6620 -1.2564 -0.06 0.02 0.25 0.17
H 0.1202 1.6511 1.3889 -0.08 -0.21 -0.09 0.10
H 1.4458 -0.2850 1.5377 -0.28 0.02 -0.43 0.15
H 3.3182 0.8859 1.0499 0.05 -0.13 -0.48 0.13
H 2.7739 1.2425 -0.6226 -0.02 0.01 0.27 0.12
H 3.2494 -1.4081 -0.5416 1.39 3.07 0.05 0.12
O 1.6301 -1.6608 -0.0926 -0.69 1.77 0.68 -0.08
H 2.1422 -2.1783 0.5339 -0.26 -0.10 0.44 0.08

Question: Which value of multiplicity does entry 1 give?
Answer: 1